{"formula": "C8H7Cl2NO2", "method": "ωB97M-V/def2-TZVPD", "species": ["C", "C", "C", "C", "C", "C", "C", "C", "N", "O", "O", "Cl", "Cl", "H", "H", "H", "H", "H", "H", "H"], "xyz": [[2.10, -0.37, 0.04], [1.40, -0.52, 1.25], [1.48, 0.24, -1.05], [0.05, -0.29, 1.32], [0.23, 0.72, -0.92], [-0.52, 0.42, 0.26], [-2.06, 0.77, 0.40], [-2.94, -0.31, -0.25], [-2.23, 2.10, -0.28], [-2.38, 3.03, 0.48], [-2.74, -0.20, -1.56], [-2.45, -1.88, 0.40], [-4.71, -0.12, 0.25], [3.15, -0.70, 0.17], [1.95, -1.15, 1.90], [1.95, 0.57, -1.91], [-0.58, -0.70, 2.08], [-0.18, 1.44, -1.60], [-2.46, 1.02, 1.36], [-3.43, -0.72, -1.94]], "gap_ha": 0.3278, "spin_multiplicity": 1, "total_energy_ev": -39036.125, "molar_mass_g_mol": 220.06, "total_charge": 0, "e_above_lowest_kcal_mol": 35.3, "smiles": "O=N[C@H](c1ccccc1)C(O)(Cl)Cl"}

{"formula": "CH2N2OS", "method": "ωB97M-V/def2-TZVPD", "species": ["C", "N", "N", "O", "S", "H", "H"], "xyz": [[0.64, 1.09, -0.22], [1.20, 2.04, -0.49], [0.28, -0.98, 1.16], [-0.24, -0.60, -2.67], [-0.37, -0.31, -0.09], [-0.24, -1.71, 1.73], [-1.28, 0.48, 0.57]], "gap_ha": [0.2317, 0.2668], "spin_multiplicity": 1, "total_energy_ev": -16923.207, "molar_mass_g_mol": 90.11, "total_charge": 0, "e_above_lowest_kcal_mol": 163.9}

{"formula": "C14H14ClNO2", "method": "ωB97M-V/def2-TZVPD", "species": ["C", "C", "C", "C", "C", "C", "O", "C", "C", "N", "C", "C", "C", "C", "C", "C", "H", "H", "Cl", "H", "H", "H", "H", "H", "H", "H", "O", "H", "H", "H", "H", "H"], "xyz": [[-5.79, -1.61, -0.51], [-4.41, -1.29, -0.06], [-3.62, -1.89, 0.89], [-2.41, -1.17, 0.90], [-2.54, -0.18, -0.05], [-1.63, 0.86, -0.50], [-1.91, 1.65, -1.38], [-0.29, 0.89, 0.22], [0.60, 2.02, -0.29], [1.90, 2.05, 0.33], [2.86, 1.09, 0.13], [2.85, 0.23, -0.97], [3.88, -0.68, -1.16], [4.92, -0.74, -0.26], [4.95, 0.10, 0.84], [3.93, 1.01, 1.03], [3.96, 1.67, 1.88], [5.77, 0.05, 1.54], [6.20, -1.89, -0.50], [3.86, -1.34, -2.01], [2.05, 0.27, -1.69], [1.92, 2.48, 1.25], [0.11, 2.98, -0.11], [0.72, 1.93, -1.38], [-0.47, 1.00, 1.29], [0.21, -0.07, 0.07], [-3.77, -0.27, -0.62], [-1.56, -1.37, 1.52], [-3.88, -2.73, 1.50], [-6.20, -2.42, 0.08], [-5.78, -1.89, -1.56], [-6.43, -0.73, -0.41]], "gap_ha": 0.3007, "spin_multiplicity": 1, "total_energy_ev": -32852.501, "molar_mass_g_mol": 263.72, "total_charge": 0, "e_above_lowest_kcal_mol": 22.0, "smiles": "Cc1ccc(C(=O)CCNc2ccc(Cl)cc2)o1"}

{"formula": "C9H14", "method": "ωB97M-V/def2-TZVPD", "species": ["C", "C", "C", "C", "C", "C", "C", "H", "H", "H", "H", "H", "H", "H", "H", "C", "C", "H", "H", "H", "H", "H", "H"], "xyz": [[1.06, 0.98, 4.00], [-0.93, -0.10, 0.32], [-0.63, -1.07, 1.27], [-0.61, 1.22, 0.60], [0.02, -0.72, 2.45], [0.03, 1.57, 1.78], [0.35, 0.60, 2.72], [-1.39, -0.34, -0.63], [-0.91, -2.11, 1.13], [-0.79, 1.99, -0.14], [0.18, -1.51, 3.18], [0.34, 2.59, 1.96], [0.79, 0.27, 4.78], [0.77, 1.98, 4.29], [2.14, 0.89, 3.88], [-0.22, -0.69, -3.19], [0.11, -0.89, -4.67], [-1.28, -0.53, -3.05], [0.12, -1.55, -2.63], [0.30, 0.19, -2.80], [-0.22, -1.86, -5.04], [-0.40, -0.15, -5.31], [1.16, -0.75, -4.89]], "gap_ha": 0.3702, "spin_multiplicity": 1, "total_energy_ev": -9560.036, "molar_mass_g_mol": 122.21, "total_charge": 0, "e_above_lowest_kcal_mol": 3.4, "smiles": "Cc1ccccc1.CC"}

{"formula": "C12H12N4OS2", "method": "ωB97M-V/def2-TZVPD", "species": ["N", "O", "S", "C", "S", "C", "C", "C", "C", "C", "C", "C", "C", "N", "N", "N", "C", "C", "C", "H", "H", "H", "H", "H", "H", "H", "H", "H", "H", "H", "H"], "xyz": [[-4.99, 3.78, 4.42], [-0.56, 1.55, -1.70], [1.60, -0.52, 2.35], [-5.32, 2.68, 4.07], [-5.09, 1.01, 3.74], [0.25, 1.31, -0.83], [1.20, 0.13, 0.81], [-3.26, 2.03, 1.86], [-2.71, -0.12, 2.92], [-2.07, 2.07, 1.15], [-1.59, -0.16, 2.09], [-3.61, 0.93, 2.71], [-1.23, 0.93, 1.22], [-0.06, 0.70, 0.44], [1.61, 1.09, -1.16], [2.24, 0.50, -0.08], [2.21, 2.16, -1.92], [2.90, -2.00, -0.65], [3.29, -0.57, -0.31], [-3.88, 3.00, 1.85], [-3.00, -0.99, 3.59], [-1.76, 2.94, 0.51], [-0.94, -1.09, 2.22], [3.22, 1.92, -2.05], [2.10, 3.14, -1.44], [1.80, 2.17, -3.00], [2.29, -2.03, -1.57], [2.37, -2.61, 0.08], [3.86, -2.59, -0.97], [3.77, -0.25, -1.21], [4.02, -0.58, 0.45]], "gap_ha": 0.3069, "spin_multiplicity": 1, "total_energy_ev": -42314.054, "molar_mass_g_mol": 292.39, "total_charge": 0, "e_above_lowest_kcal_mol": 41.0, "smiles": "CCn1c(=S)n(-c2ccc(SC#N)cc2)c(=O)n1C"}

{"formula": "C16H26AsF6N6OPPbS2", "method": "ωB97M-V/def2-TZVPD", "species": ["Pb", "C", "C", "N", "N", "C", "N", "S", "C", "C", "C", "C", "C", "N", "H", "H", "H", "H", "H", "H", "H", "H", "H", "N", "C", "N", "C", "C", "O", "C", "C", "H", "H", "H", "H", "H", "H", "H", "H", "F", "P", "F", "F", "F", "F", "F", "C", "As", "C", "C", "S", "H", "H", "H", "H", "H", "H", "H", "H", "H"], "xyz": [[-0.17, -0.59, -0.75], [-4.08, 1.46, -2.29], [-2.70, 1.07, -1.89], [-2.34, -0.13, -1.62], [-3.30, -1.10, -1.62], [-2.90, -2.33, -1.44], [-3.85, -3.28, -1.44], [-1.26, -2.95, -1.23], [-1.65, 2.12, -1.79], [-1.86, 3.40, -2.27], [-0.84, 4.34, -2.14], [0.35, 3.98, -1.53], [0.48, 2.68, -1.07], [-0.49, 1.78, -1.19], [-4.76, 0.62, -2.16], [-4.42, 2.30, -1.68], [-4.11, 1.78, -3.33], [-4.80, -3.01, -1.60], [-3.62, -4.24, -1.26], [-2.79, 3.66, -2.74], [-0.99, 5.35, -2.51], [1.16, 4.68, -1.41], [1.39, 2.34, -0.59], [-1.57, -0.28, 1.32], [-1.58, 0.07, 2.42], [-1.60, 0.50, 3.66], [-2.53, -0.12, 4.62], [-1.77, -1.13, 5.47], [-0.65, -0.53, 6.08], [0.28, -0.06, 5.11], [-0.35, 1.02, 4.26], [-3.35, -0.59, 4.08], [-2.93, 0.68, 5.25], [-1.45, -1.98, 4.84], [-2.41, -1.51, 6.27], [0.62, -0.89, 4.47], [1.14, 0.33, 5.65], [0.32, 1.34, 3.46], [-0.62, 1.88, 4.87], [1.79, -1.28, 1.20], [2.59, 0.15, 1.32], [3.30, 1.58, 1.34], [2.53, 0.23, -0.34], [1.12, 0.90, 1.30], [3.98, -0.62, 1.23], [2.54, 0.07, 2.90], [4.45, -0.22, -2.69], [2.98, -1.42, -2.93], [2.98, -2.73, -1.52], [3.34, -2.36, -4.57], [1.09, -0.46, -3.19], [5.37, -0.81, -2.66], [4.33, 0.32, -1.75], [4.47, 0.47, -3.53], [3.62, -3.56, -1.80], [1.96, -3.09, -1.39], [3.33, -2.27, -0.60], [4.31, -2.84, -4.50], [3.34, -1.65, -5.39], [2.56, -3.10, -4.73]], "gap_ha": [0.2886, 0.2048], "spin_multiplicity": 2, "total_energy_ev": -141353.217, "molar_mass_g_mol": 809.64, "total_charge": 1, "e_above_lowest_kcal_mol": 1.2, "s2": 0.760}

{"formula": "C4H10I2O2Si", "method": "ωB97M-V/def2-TZVPD", "species": ["C", "C", "C", "C", "O", "O", "Si", "I", "I", "H", "H", "H", "H", "H", "H", "H", "H", "H", "H"], "xyz": [[-2.03, -2.24, -0.56], [0.56, 0.98, 2.64], [-0.91, 1.21, -0.67], [2.71, 0.43, -1.31], [-1.33, -1.56, 0.43], [-0.15, -0.03, 1.98], [-0.42, -0.25, 0.42], [-2.89, 2.03, -0.08], [3.85, 1.55, 0.05], [-1.50, -3.16, -0.82], [-2.16, -1.64, -1.46], [-3.02, -2.50, -0.17], [0.40, 0.85, 3.71], [0.19, 1.97, 2.35], [1.62, 0.92, 2.42], [-0.22, 2.04, -0.59], [-1.02, 0.94, -1.72], [3.16, -0.52, -1.54], [2.42, 1.01, -2.17]], "gap_ha": [0.2234, 0.2880], "spin_multiplicity": 1, "total_energy_ev": -32482.277, "molar_mass_g_mol": 372.02, "total_charge": 0, "e_above_lowest_kcal_mol": 73.3}

{"formula": "C24H22As2F6MnN2O8S7", "method": "ωB97M-V/def2-TZVPD", "species": ["Mn", "S", "C", "C", "C", "C", "C", "C", "As", "C", "C", "C", "C", "C", "C", "C", "C", "C", "C", "C", "C", "H", "H", "H", "H", "H", "H", "H", "H", "H", "H", "H", "H", "H", "H", "S", "As", "S", "S", "S", "C", "O", "C", "O", "H", "H", "H", "N", "C", "C", "O", "O", "H", "H", "H", "H", "H", "F", "C", "F", "F", "S", "O", "O", "N", "S", "O", "O", "C", "F", "F", "F"], "xyz": [[0.06, 2.46, 1.47], [-2.36, -0.64, -1.39], [-1.40, -2.05, -1.72], [-1.53, -2.44, -3.03], [-0.87, -3.57, -3.50], [-0.10, -4.33, -2.69], [0.08, -3.95, -1.37], [-0.52, -2.75, -0.90], [0.07, -2.21, 0.86], [-0.11, -3.79, 2.06], [0.80, -4.04, 3.13], [0.91, -5.30, 3.66], [0.03, -6.30, 3.34], [-1.01, -6.03, 2.43], [-1.04, -4.79, 1.71], [1.94, -1.68, 0.73], [2.76, -2.24, -0.28], [4.10, -1.89, -0.33], [4.67, -1.18, 0.75], [3.84, -0.73, 1.78], [2.44, -0.77, 1.64], [-2.13, -1.82, -3.69], [-1.08, -3.78, -4.54], [0.40, -5.23, -3.08], [0.65, -4.53, -0.64], [1.43, -3.23, 3.52], [1.77, -5.54, 4.26], [0.19, -7.33, 3.64], [-1.78, -6.72, 2.14], [-1.78, -4.63, 0.92], [2.30, -3.03, -0.91], [4.74, -2.08, -1.21], [5.76, -1.00, 0.76], [4.32, -0.21, 2.63], [1.75, -0.17, 2.25], [1.29, -0.78, 4.72], [-0.51, 0.03, 3.87], [-1.33, -0.88, 1.87], [-0.79, 2.18, 3.50], [-2.17, -0.43, 5.09], [-5.30, -3.10, -1.63], [-4.21, -2.38, -2.27], [-4.11, -1.13, -1.74], [-5.07, -0.41, -1.59], [-4.85, -4.09, -1.35], [-6.05, -3.28, -2.37], [-5.68, -2.65, -0.73], [3.17, 3.83, -1.37], [2.63, 2.45, -1.82], [1.67, 1.95, -0.71], [1.68, 2.56, 0.46], [0.74, 1.19, -1.03], [2.47, 4.60, -1.55], [4.10, 4.04, -1.76], [3.31, 3.83, -0.35], [3.48, 1.71, -1.97], [2.09, 2.60, -2.77], [-3.31, 6.92, 0.47], [-2.58, 6.19, 1.32], [-1.59, 7.01, 1.81], [-3.38, 5.75, 2.28], [-1.70, 4.93, 0.21], [-0.63, 4.33, 1.06], [-2.72, 4.08, -0.28], [-1.12, 5.84, -0.89], [0.27, 6.38, -1.23], [1.15, 5.49, -2.03], [0.94, 7.14, -0.20], [-0.22, 7.71, -2.60], [-1.07, 7.07, -3.44], [0.93, 8.01, -3.22], [-0.79, 8.82, -2.14]], "gap_ha": [0.1672, 0.1605], "spin_multiplicity": 1, "total_energy_ev": -289741.466, "molar_mass_g_mol": 1009.69, "total_charge": 1}

{"formula": "C3HO4", "method": "ωB97M-V/def2-TZVPD", "species": ["C", "C", "C", "O", "O", "O", "O", "H"], "xyz": [[-0.12, 1.14, -0.52], [0.73, 0.82, 0.50], [-0.18, -1.55, 0.18], [1.36, 0.88, 1.55], [-1.28, -1.25, 0.39], [-0.04, 1.07, -1.83], [0.65, -2.33, -0.13], [-1.13, 1.22, -0.13]], "gap_ha": 0.2230, "spin_multiplicity": 1, "total_energy_ev": -11316.348, "molar_mass_g_mol": 101.04, "total_charge": -1, "e_above_lowest_kcal_mol": 40.6}

{"formula": "C10H10N3O4S", "method": "ωB97M-V/def2-TZVPD", "species": ["N", "C", "C", "C", "C", "C", "C", "C", "N", "O", "O", "C", "C", "H", "H", "H", "H", "H", "H", "C", "S", "N", "O", "O", "H", "H", "H", "H"], "xyz": [[4.14, -3.70, 2.87], [3.26, -2.99, 2.61], [2.19, -2.14, 2.29], [2.27, -0.78, 2.53], [1.22, 0.05, 2.21], [0.04, -0.45, 1.65], [-1.06, 0.47, 1.36], [-2.26, 0.12, 0.90], [-3.32, 1.10, 0.80], [-4.48, 0.69, 0.63], [-3.04, 2.30, 0.88], [-0.03, -1.82, 1.42], [1.02, -2.65, 1.74], [3.18, -0.38, 2.96], [1.30, 1.11, 2.40], [-0.89, 1.51, 1.56], [-2.52, -0.90, 0.69], [-0.93, -2.24, 0.99], [0.96, -3.72, 1.56], [0.46, 1.77, -4.56], [-0.37, 1.90, -2.93], [-0.84, 0.34, -2.73], [0.72, 2.25, -1.99], [-1.53, 2.79, -3.21], [0.83, 2.75, -4.84], [1.29, 1.08, -4.51], [-0.23, 1.43, -5.32], [-1.38, 0.10, -1.95]], "gap_ha": 0.1709, "spin_multiplicity": 1, "total_energy_ev": -34024.479, "molar_mass_g_mol": 268.27, "total_charge": -1, "e_above_lowest_kcal_mol": 0.0}

{"formula": "C14H27ClIN2O2P2Sn", "method": "ωB97M-V/def2-TZVPD", "species": ["C", "C", "H", "H", "H", "O", "I", "Sn", "P", "C", "C", "H", "H", "H", "H", "H", "H", "C", "H", "H", "H", "P", "C", "C", "H", "H", "H", "C", "H", "H", "H", "H", "H", "H", "Cl", "N", "C", "O", "C", "C", "C", "C", "N", "C", "H", "H", "H", "H", "H", "H"], "xyz": [[-0.32, 0.44, -2.67], [-0.89, 1.11, -1.42], [-0.22, 1.22, -3.46], [-1.03, -0.29, -3.13], [0.75, -0.01, -2.63], [-1.35, 1.89, -0.72], [-0.77, -1.57, 1.81], [0.15, -3.71, -2.25], [2.35, -1.21, -0.86], [2.95, -0.14, 0.48], [3.26, -2.83, -0.53], [4.35, -2.70, -0.47], [4.31, -0.61, -2.25], [3.04, -3.62, -1.26], [2.94, -1.05, -3.28], [2.44, -0.45, 1.42], [2.94, -3.20, 0.47], [3.20, -0.56, -2.33], [4.04, -0.19, 0.67], [2.97, 0.51, -2.47], [2.71, 0.92, 0.28], [-2.55, -1.34, -0.97], [-3.20, -0.34, 0.38], [-3.49, -0.76, -2.36], [-3.46, -3.68, -1.21], [-4.64, -2.54, -0.56], [-3.36, -3.16, 0.48], [-3.59, -2.83, -0.55], [-3.28, -1.24, -3.31], [-4.53, -0.97, -2.13], [-4.21, -0.08, 0.14], [-2.63, 0.57, 0.50], [-3.44, 0.31, -2.57], [-3.19, -0.86, 1.34], [-0.11, -5.56, -3.77], [1.92, 4.65, 2.68], [1.77, 3.70, 1.82], [2.37, 3.68, 0.72], [0.84, 2.66, 2.30], [0.18, 2.65, 3.59], [-0.64, 1.56, 3.90], [-0.96, 0.70, 2.88], [-0.47, 0.83, 1.59], [0.51, 1.70, 1.31], [2.50, 5.40, 2.39], [1.28, 4.77, 3.41], [0.24, 3.45, 4.29], [-1.11, 1.25, 4.87], [-1.67, -0.10, 3.14], [1.07, 1.64, 0.32]], "gap_ha": [0.1789, 0.1809], "spin_multiplicity": 1, "total_energy_ev": -67030.191, "molar_mass_g_mol": 598.40, "total_charge": 3, "e_above_lowest_kcal_mol": 141.7}

{"formula": "C5H6O2", "method": "ωB97M-V/def2-TZVPD", "species": ["C", "C", "O", "C", "O", "C", "C", "H", "H", "H", "H", "H", "H"], "xyz": [[-1.56, -0.36, -0.41], [-0.63, 0.17, 0.68], [0.31, -0.76, 1.17], [1.53, -0.89, -0.20], [2.04, -1.93, -0.36], [1.51, 0.51, -0.43], [0.50, 1.05, 0.31], [-2.14, -1.20, -0.01], [-2.24, 0.43, -0.74], [-0.98, -0.70, -1.27], [-1.24, 0.59, 1.49], [2.30, 1.03, -0.96], [0.57, 2.05, 0.72]], "gap_ha": 0.3173, "spin_multiplicity": 1, "total_energy_ev": -9374.269, "molar_mass_g_mol": 98.10, "total_charge": 0, "e_above_lowest_kcal_mol": 65.2}